Record 1
A cluster of 3 separate species, C4H15NO2 in total at a distorted geometry. Source: the OMol25 dataset; level of theory: ωB97M-V/def2-TZVPD.

```
! RIJCOSX wB97M-V def2-TZVPD def2/J DEFGRID3
* xyz 0 1
H -1.16 0.04 0.51
H -0.70 -1.76 -4.50
N -0.46 0.68 0.13
H 0.48 -0.25 1.67
O -1.02 -5.22 -0.62
H 0.87 2.54 1.82
H -0.61 1.88 -1.60
H -0.96 -2.35 -3.15
H -1.64 -4.79 -0.07
H -1.52 -5.69 -1.25
H 1.92 0.10 0.09
O -0.19 -2.11 -3.73
H 2.03 1.75 -0.11
C 0.37 1.81 2.36
C -0.87 1.92 -0.47
H -1.89 2.24 -0.28
H 0.89 1.34 3.24
H -0.12 2.74 -0.04
C 0.55 0.76 1.22
H 2.63 1.03 1.46
C 1.94 0.94 0.71
H -0.54 2.39 2.59
*
```

SMILES	CNC(C)C.O.O
HOMO-LUMO gap	9.009	eV
energy above the lowest of the compared OMol25 structures with the same formula, charge and spin	2.8947	eV

Record 2
A structure of composition C31H18ClF5IrN6 at a distorted geometry. Source: the OMol25 dataset; level of theory: ωB97M-V/def2-TZVPD.

```
! RIJCOSX wB97M-V def2-TZVPD def2/J DEFGRID3
* xyz 2 2
H 4.35 -0.34 0.63
N 1.02 -0.12 0.83
H -4.22 0.93 -4.27
N -2.50 -2.52 2.79
C -2.81 -0.59 1.50
H 5.86 -1.39 1.44
C -0.48 -0.46 -1.99
H 7.60 -2.95 2.20
C -0.65 -1.37 1.87
C 3.12 -1.70 1.79
H 0.45 4.04 -0.74
C -1.86 -0.53 -2.29
F -3.19 2.37 1.26
C -3.02 2.76 -0.01
N 3.62 3.19 -1.22
C -3.79 0.31 -3.51
F -0.58 2.57 -2.63
N -1.50 -0.45 1.30
C 1.34 3.43 -0.74
C 6.55 -3.13 2.42
H -4.38 -1.76 2.42
H 4.87 -5.40 4.02
F -4.80 4.65 -2.53
C 0.76 -1.18 1.64
C -1.71 2.86 -1.96
F -5.13 3.80 0.07
C 2.41 1.44 -0.20
C 1.79 -1.96 2.14
C -2.44 0.29 -3.30
F -2.47 4.06 -3.84
C -1.85 2.34 -0.66
H 2.63 4.97 -1.54
C 4.22 -2.55 2.28
C -2.67 3.64 -2.59
N 1.26 2.18 -0.29
C -4.02 3.52 -0.60
Ir -0.46 1.02 0.09
C 3.59 1.98 -0.74
C 3.36 -0.59 0.95
Cl -6.32 -0.48 -2.99
C -2.73 -1.42 -1.59
C 3.97 -3.70 3.05
H -3.48 0.13 1.06
C -4.64 -0.52 -2.74
H 4.50 1.41 -0.78
H -1.80 0.89 -3.92
C -3.32 -1.63 2.25
H -0.04 -1.33 -1.51
H 0.15 0.08 -2.67
C -3.85 3.96 -1.92
H 1.55 -2.77 2.80
C -4.08 -1.41 -1.80
C 5.03 -4.51 3.44
H -2.30 -2.12 -0.89
H -0.61 -3.17 3.09
C 2.54 3.95 -1.19
C -1.22 -2.42 2.62
C 2.30 0.19 0.52
N 6.25 -4.20 3.11
H 2.98 -4.00 3.34
H -4.73 -2.08 -1.26
C 5.56 -2.26 1.99
*
```

<S²>	0.760
HOMO-LUMO gap (alpha / beta)	4.978 / 2.038	eV
energy above the lowest of the compared OMol25 structures with the same formula, charge and spin	2.7574	eV